Density functional theory data (ωB97M-V/def2-TZVPD) for C3H7NO5 in the gas phase at a distorted geometry.

Structure (XYZ):
```
16
Properties=species:S:1:pos:R:3:forces:R:3:mulliken_charge:R:1
O -0.6219 1.9307 0.1051 -0.85 0.59 0.94 -0.5623
C 1.4091 -1.2149 0.1840 2.68 2.64 2.78 -1.2117
N -2.4932 -0.3795 0.0106 1.22 1.14 0.38 1.0941
H 1.3478 -1.6332 -0.7355 -0.43 -1.38 -2.88 0.3755
H 0.7241 -1.6324 0.8390 -1.20 -1.31 1.28 0.3672
H 1.6570 0.8814 0.7646 0.62 0.52 1.15 0.4431
H -0.5778 0.3644 1.4840 0.14 0.74 -1.50 0.3718
O -3.1995 -0.7250 -0.8654 -1.36 -0.66 -0.27 -0.5848
H 2.4730 -1.4146 0.5755 -1.60 0.47 -0.55 0.2829
O 1.4000 0.7829 -1.1355 0.96 1.60 -1.62 -0.5735
H 1.1471 0.1717 -1.8141 -0.29 -0.50 -0.54 0.3523
C -0.3523 0.6250 0.3943 -0.78 -0.52 1.60 0.0834
C 1.0757 0.3012 0.1029 0.16 -2.38 -0.34 0.0171
H -0.1107 2.2645 -0.6370 0.34 -0.43 -0.27 0.3845
O -2.6817 -0.0944 1.1582 -1.02 -0.40 0.19 -0.5559
O -1.1967 -0.2277 -0.4309 1.40 -0.12 -0.34 -0.2838
```
Positions in Å, forces in eV/Å.

charge	0
gap between HOMO and LUMO	0.4260	Eh
DFT total energy	-14947.5568	eV
SMILES string	C[C@@H](O)[C@@H](O)O[N+](=O)[O-]
HOMO	-11.02	eV
ΔE to the lowest compared entry with this formula, charge and spin	120.9	kcal per mole
LUMO level	0.6	eV

=====

Density functional theory data (ωB97M-V/def2-TZVPD) for 2 unconnected molecules or ions with the total composition C3H7NO5 at a distorted geometry.

Structure (XYZ):
```
16
Properties=species:S:1:pos:R:3:forces:R:3:mulliken_charge:R:1
O 0.3265 -1.3286 3.7759 -1.50 -2.27 0.02 -0.2076
H 1.1505 0.1907 1.3935 -0.66 -0.21 -0.29 0.2509
H -0.2116 1.5831 -4.1310 0.25 0.72 0.87 0.3195
H -0.7156 1.6743 -0.6654 0.46 -0.24 -0.15 0.3144
O -0.0325 1.8141 -3.1904 -0.37 0.40 -2.49 -0.4939
O 0.0461 -0.2756 -0.3993 0.22 0.70 1.80 -0.2823
C 0.1061 1.0118 -1.0104 -0.32 -1.27 -0.84 -0.4337
O -0.5346 -2.9438 5.0300 0.20 1.09 -1.43 -0.3795
H -1.0906 0.1016 -2.5902 0.67 0.37 -0.03 0.2695
C -0.1010 0.6192 -2.5115 0.25 -0.67 2.21 -0.4076
H 1.0960 1.4691 -0.8451 -0.36 0.06 -0.14 0.3172
H -0.6787 0.3462 1.4957 0.54 -0.53 -0.17 0.2534
N -0.3883 -2.3327 4.0049 1.36 1.18 0.48 0.5898
C 0.1651 -0.2708 1.0563 -0.10 0.40 -1.69 -0.0722
O 0.1514 -1.5607 1.3766 -0.08 -0.17 1.72 -0.3049
H 0.7111 -0.0979 -2.7896 -0.57 0.44 0.13 0.2670
```
Positions in Å, forces in eV/Å.

charge	0
gap between HOMO and LUMO (alpha / beta)	0.2099 / 0.1682	Eh
DFT total energy	-14942.7891	eV
HOMO (alpha / beta)	-9.56 / -8.83	eV
ΔE to the lowest compared entry with this formula, charge and spin	230.8	kcal per mole
LUMO level (alpha / beta)	-3.8 / -4.2	eV

=====

Density functional theory data (ωB97M-V/def2-TZVPD) for a gas-phase ion, C3H7NOP (charge -1) at a distorted geometry.

Structure (XYZ):
```
13
Properties=species:S:1:pos:R:3:forces:R:3:mulliken_charge:R:1
P 1.6397 -0.8649 0.2775 -0.96 1.35 0.79 -0.0583
H 1.0066 -1.0455 1.7591 0.51 -0.02 -0.87 -0.0522
O 1.9556 0.5239 -0.6228 0.02 -0.48 -0.21 -0.3999
C -0.9784 -0.0416 0.0269 0.00 0.13 -0.11 -0.6447
H -1.2491 -0.2227 1.0692 -0.08 -0.04 0.06 0.2881
H 0.0246 -1.2165 -1.5069 0.00 0.02 0.06 0.3847
N 1.1213 1.1621 0.4889 0.78 -0.71 0.63 -0.6407
H -1.9007 0.0057 -0.5655 -0.10 0.01 0.00 0.3192
H -0.4315 -2.1459 -0.0595 0.02 0.01 0.00 0.3508
C -0.2003 1.2944 -0.0200 -0.49 -0.09 -0.30 -0.3207
C -0.0664 -1.1761 -0.4159 0.21 -0.11 0.00 -0.8488
H -0.2049 1.6986 -1.0506 0.05 -0.02 0.05 0.3159
H -0.7165 2.0285 0.6195 0.03 -0.05 -0.10 0.3066
```
Positions in Å, forces in eV/Å.

charge	-1
gap between HOMO and LUMO	0.2349	Eh
DFT total energy	-16048.0973	eV
HOMO	-1.90	eV
ΔE to the lowest compared entry with this formula, charge and spin	49.3	kcal per mole
LUMO level	4.5	eV

=====

Density functional theory data (ωB97M-V/def2-TZVPD) for 2 unconnected molecules or ions with the total composition C3H7NOP at a distorted geometry.

Structure (XYZ):
```
13
Properties=species:S:1:pos:R:3:forces:R:3:mulliken_charge:R:1
O -3.4562 -0.6444 0.4207 -0.55 -3.17 0.51 -0.3971
H 0.2584 1.8789 1.2514 0.39 -1.65 -1.27 0.1884
H 0.1086 1.8130 -1.3760 -0.57 2.59 -0.84 0.2529
H -0.7748 -1.4886 -1.1044 -1.20 0.51 0.60 0.3333
C 0.3835 0.9948 -0.8353 1.54 -3.44 -0.52 -0.4276
H -0.0135 -1.6949 0.2157 -0.54 0.63 0.99 0.3539
H -1.7225 -1.2121 0.3910 0.62 -1.67 -0.76 0.4070
C -0.6914 0.2817 -0.0830 -0.65 3.34 0.83 -0.1024
H 1.2068 0.3537 1.2047 0.65 -0.81 -0.16 0.3003
C 0.5076 0.9227 0.6431 -2.33 2.66 1.08 -0.5907
P -3.1133 0.7226 0.2316 3.11 3.24 -0.78 0.6695
N -0.8031 -1.1121 -0.1275 0.42 -2.82 -0.81 -0.2296
H 1.0803 0.3694 -1.4907 -0.89 0.60 1.14 0.2422
```
Positions in Å, forces in eV/Å.

charge	+1
gap between HOMO and LUMO	0.2931	Eh
DFT total energy	-16040.9109	eV
HOMO	-13.66	eV
ΔE to the lowest compared entry with this formula, charge and spin	27.8	kcal per mole
LUMO level	-5.7	eV

=====

Density functional theory data (ωB97M-V/def2-TZVPD) for a molecular structure, C3H7NOS at a distorted geometry.

Structure (XYZ):
```
13
Properties=species:S:1:pos:R:3:forces:R:3:mulliken_charge:R:1
H -1.7833 0.0608 1.9002 0.01 -0.19 -0.03 0.3093
C 1.5726 -0.2172 -0.2124 -3.76 0.30 2.25 -0.4244
C -1.7216 0.5758 0.9480 1.10 2.07 -0.47 -0.8717
H 1.9188 -0.1416 -1.1634 0.51 -0.58 -3.03 0.3555
S -0.8187 -0.4163 -0.0607 1.88 2.22 0.87 0.8506
H 2.0355 0.2546 1.7835 0.06 -0.41 0.68 0.2763
H -1.8219 0.5080 -1.8011 -1.05 1.19 -0.36 0.2278
N -1.2468 -0.2609 -1.6198 0.55 -1.96 -1.80 -0.4858
H -1.4931 -1.1566 -2.1760 0.71 2.03 1.78 0.2821
H -1.4787 1.7102 1.0853 -0.27 -2.26 -0.71 0.2656
C 2.3625 -0.0576 0.8150 -0.42 0.00 -0.57 -0.4408
H 3.3915 -0.2046 0.5242 0.53 0.41 0.59 0.2365
O -1.0199 -1.7759 0.2475 0.15 -2.82 0.79 -0.5810
```
Positions in Å, forces in eV/Å.

charge	0
gap between HOMO and LUMO (alpha / beta)	0.2950 / 0.2951	Eh
DFT total energy	-17591.1737	eV
HOMO (alpha / beta)	-8.00 / -8.00	eV
ΔE to the lowest compared entry with this formula, charge and spin	155.8	kcal per mole
LUMO level (alpha / beta)	0.0 / 0.0	eV

=====

Density functional theory data (ωB97M-V/def2-TZVPD) for C3H7NOS in the gas phase at a distorted geometry.

Structure (XYZ):
```
13
Properties=species:S:1:pos:R:3:forces:R:3:mulliken_charge:R:1
H 3.3964 -0.4104 0.1032 -0.07 0.38 0.17 0.2309
O 1.4976 -0.9238 -0.2019 0.07 -0.44 0.68 -0.2462
H 2.3932 0.7889 -0.7651 0.26 0.67 -0.27 0.2510
H 2.1901 0.6524 1.0235 0.35 -0.52 -0.71 0.2321
N 0.2231 -0.4183 -0.0471 -0.75 -0.15 0.07 -0.2733
H -1.5331 1.2555 0.8377 -0.89 -0.18 -1.39 0.2519
C 2.4404 0.1194 0.0730 -0.52 -0.53 0.39 -0.4831
H -0.5280 -2.3802 0.0216 0.35 -0.15 0.12 0.3378
S -2.3956 -0.8441 -0.0042 1.06 0.08 0.25 -0.0389
H -3.1867 1.3076 -0.0259 0.67 0.28 0.01 0.3179
H -1.6712 1.2142 -1.0002 0.32 0.27 -0.34 0.2699
C -2.1417 0.9493 -0.0760 -0.63 -0.28 1.77 -0.7837
C -0.6845 -1.3105 0.0612 -0.23 0.59 -0.75 -0.0663
```
Positions in Å, forces in eV/Å.

charge	0
gap between HOMO and LUMO	0.3457	Eh
DFT total energy	-17594.9963	eV
SMILES string	CO/N=C/SC
HOMO	-8.48	eV
ΔE to the lowest compared entry with this formula, charge and spin	67.6	kcal per mole
LUMO level	0.9	eV

=====

Density functional theory data (ωB97M-V/def2-TZVPD) for C3H7NOS in the gas phase at a distorted geometry.

Structure (XYZ):
```
13
Properties=species:S:1:pos:R:3:forces:R:3:mulliken_charge:R:1
H -2.4494 0.7520 0.8889 0.33 -0.47 -0.11 0.2465
H 0.3792 -2.3197 -0.0078 -0.02 -0.26 0.04 0.3337
S 2.3513 -0.9093 0.0045 -0.37 0.01 -0.05 -0.0304
H 1.7753 1.2402 0.8875 -0.13 0.18 0.22 0.2762
C 2.2784 0.8874 0.0027 0.95 0.25 -0.70 -0.7982
C 0.6403 -1.2708 0.0023 -0.02 0.37 -0.08 -0.0448
H -3.4479 -0.4038 0.0165 -0.13 -0.11 -0.16 0.2581
H -2.3936 0.7376 -0.8598 -0.01 0.00 -0.35 0.2530
C -2.4823 0.0881 0.0045 -0.59 0.82 0.43 -0.5348
H 1.7925 1.2732 -0.9046 0.02 -0.23 0.37 0.2733
N -0.2541 -0.3678 -0.0078 0.36 -0.03 0.05 -0.3335
O -1.5287 -0.9320 -0.0099 0.34 -0.34 0.17 -0.2039
H 3.3392 1.2247 -0.0172 -0.73 -0.20 0.17 0.3049
```
Positions in Å, forces in eV/Å.

charge	0
gap between HOMO and LUMO	0.3464	Eh
DFT total energy	-17595.2065	eV
SMILES string	CO/N=C/SC
HOMO	-8.53	eV
ΔE to the lowest compared entry with this formula, charge and spin	62.8	kcal per mole
LUMO level	0.9	eV

=====

Density functional theory data (ωB97M-V/def2-TZVPD) for C3H7NOS in the gas phase at a distorted geometry.

Structure (XYZ):
```
13
Properties=species:S:1:pos:R:3:forces:R:3:mulliken_charge:R:1
S 1.0436 2.6902 -1.3332 0.58 1.88 -0.62 -0.1705
H -0.2603 -1.6546 -1.3596 0.20 -0.37 -0.08 0.3645
H -0.8808 1.5026 0.3619 0.02 -0.35 0.16 0.3644
N 0.8964 1.2117 -0.6874 -0.04 -1.28 1.19 -0.3284
H -1.0292 0.1558 1.9884 0.66 -1.04 -0.01 0.2886
C -0.6885 -1.6215 -0.3640 1.32 0.88 1.43 -1.1211
H 1.2274 -0.8356 0.5713 -1.81 0.48 -0.06 0.2136
C -0.0407 0.8423 0.0973 1.42 0.38 -2.09 -0.2862
H -1.6653 -1.1852 -0.4579 -0.80 -0.32 0.03 0.2688
C 0.1075 -0.5685 0.5159 -0.44 -1.72 1.46 0.4741
H -0.6727 -2.5962 0.1980 -0.16 0.97 -0.85 0.2986
O -0.4522 -0.6357 1.8733 -0.12 0.60 -0.45 -0.5187
H 2.4148 2.6947 -1.4041 -0.81 -0.11 -0.12 0.1522
```
Positions in Å, forces in eV/Å.

charge	0
gap between HOMO and LUMO	0.3555	Eh
DFT total energy	-17595.6194	eV
SMILES string	C[C@H](O)/C=N/S
HOMO	-8.92	eV
ΔE to the lowest compared entry with this formula, charge and spin	53.3	kcal per mole
LUMO level	0.8	eV